Entry from the OMol25 dataset: 2 unconnected molecules or ions with the total composition C3H10NS at a distorted geometry (ωB97M-V/def2-TZVPD).

Highest occupied orbital energy ... -13.12 eV
Charge ... +1
Spin multiplicity ... 1
Energy relative to the best compared isomer or geometry (same formula, charge and spin) ... 372.9 kJ/mol
Lowest unoccupied orbital energy ... -3.741 eV
HOMO-LUMO gap ... 9.37 eV
Total energy ... -15588.237 eV

Last column: Löwdin charge in e.
Geometry (Å):
S  1.719  0.545  1.439  0.9376
N  -1.034  1.094  -0.044  0.0693
C  1.567  -0.329  0.053  -0.5142
C  -0.614  0.076  -0.801  -0.2458
C  -1.205  -1.215  -0.493  -0.0843
H  -1.181  -1.374  0.613  0.1077
H  0.209  1.109  1.603  0.0613
H  2.016  1.734  1.047  -0.0659
H  1.677  -1.455  0.239  0.0686
H  2.414  -0.049  -0.616  0.0491
H  -0.911  -2.107  -1.078  0.1111
H  -0.175  0.360  -1.809  0.1644
H  -0.716  1.983  -0.344  0.1222
H  -1.471  0.807  0.823  0.1135
H  -2.296  -1.178  -0.633  0.1055

=====

Entry from the OMol25 dataset: 2 unconnected molecules or ions with the total composition C3H10NS2 at a distorted geometry (ωB97M-V/def2-TZVPD).

Highest occupied orbital energy ... -12.25 eV
Charge ... +1
Spin multiplicity ... 1
Energy relative to the best compared isomer or geometry (same formula, charge and spin) ... 171.6 kJ/mol
Lowest unoccupied orbital energy ... -5.372 eV
HOMO-LUMO gap ... 6.88 eV
Total energy ... -26425.771 eV

Last column: Löwdin charge in e.
Geometry (Å):
S  0.017  1.997  -3.715  0.3200
S  -1.608  1.949  -2.349  0.4092
N  0.500  -1.068  0.976  -0.0184
C  -0.740  -1.279  1.632  -0.0083
C  -0.657  1.124  -0.984  -0.5391
C  1.670  -1.293  1.431  0.2112
H  2.515  -1.088  0.792  0.1312
H  1.775  -1.743  2.403  0.1285
H  0.451  -0.613  0.073  0.1028
H  -1.041  -0.296  2.078  0.1373
H  -1.430  0.928  -0.218  0.0219
H  -0.309  0.139  -1.434  0.0330
H  -0.541  -2.057  2.399  0.1259
H  -1.423  -1.580  0.883  0.0989
H  0.117  1.771  -0.607  0.0278
H  0.705  3.109  -3.362  -0.1820

=====

Entry from the OMol25 dataset: 2 unconnected molecules or ions with the total composition C3H10NS2 at a distorted geometry (ωB97M-V/def2-TZVPD).

Highest occupied orbital energy ... -12.69 eV
Charge ... +1
Spin multiplicity ... 1
Energy relative to the best compared isomer or geometry (same formula, charge and spin) ... 480.6 kJ/mol
Lowest unoccupied orbital energy ... -3.787 eV
HOMO-LUMO gap ... 8.90 eV
Total energy ... -26422.568 eV

Last column: Löwdin charge in e.
Geometry (Å):
S  2.508  -1.124  0.279  0.7647
S  -0.196  -1.214  2.026  0.8027
N  0.730  0.834  0.633  -0.1515
C  0.808  -0.561  0.641  -1.0225
C  -0.569  1.470  0.155  -0.0167
C  -0.267  -0.970  -1.332  0.0859
H  2.746  -2.292  0.933  -0.0965
H  -0.645  1.423  -0.926  0.0808
H  -0.174  -2.530  1.939  -0.1163
H  0.100  -0.350  -2.043  -0.0097
H  1.659  1.284  0.151  0.2363
H  0.763  1.148  1.572  0.1238
H  0.285  -1.854  -1.509  0.0089
H  -1.269  0.720  0.595  0.0678
H  -0.932  2.500  0.502  0.1427
H  -1.363  -0.967  -0.900  0.0994

=====

Entry from the OMol25 dataset: 2 unconnected molecules or ions with the total composition C3H10NS2 at a distorted geometry (ωB97M-V/def2-TZVPD).

Highest occupied orbital energy ... -12.25 eV
Charge ... +1
Spin multiplicity ... 1
Energy relative to the best compared isomer or geometry (same formula, charge and spin) ... 169.7 kJ/mol
Lowest unoccupied orbital energy ... -5.467 eV
HOMO-LUMO gap ... 6.78 eV
Total energy ... -26425.791 eV

Last column: Löwdin charge in e.
Geometry (Å):
S  0.031  1.954  -3.775  0.3397
S  -1.543  1.925  -2.368  0.4270
N  0.520  -1.054  0.949  0.0167
C  1.686  -1.281  1.448  0.2084
C  -0.695  1.122  -1.018  -0.5815
C  -0.774  -1.311  1.636  0.0030
H  0.120  1.740  -0.687  0.0240
H  0.460  -0.548  0.063  0.1015
H  -0.620  -2.010  2.493  0.1187
H  2.537  -1.048  0.816  0.1314
H  -1.139  -0.352  2.081  0.1229
H  -0.173  0.212  -1.439  0.0256
H  -1.525  -1.697  1.006  0.0879
H  -1.315  0.848  -0.154  0.0292
H  1.772  -1.625  2.460  0.1243
H  0.659  3.126  -3.510  -0.1788

=====

Entry from the OMol25 dataset: 2 unconnected molecules or ions with the total composition C3H10O2 at a distorted geometry (ωB97M-V/def2-TZVPD).

Highest occupied orbital energy ... -9.87 eV
Spin multiplicity ... 1
Energy relative to the best compared isomer or geometry (same formula, charge and spin) ... 70.3 kJ/mol
Lowest unoccupied orbital energy ... 0.824 eV
HOMO-LUMO gap ... 10.69 eV
Total energy ... -7367.348 eV

Last column: Löwdin charge in e.
Geometry (Å):
O  -2.319  -2.317  1.366  -0.0918
O  2.687  0.000  -0.787  -0.1024
C  0.616  0.188  0.068  -0.2416
C  -0.813  0.868  0.075  -0.1172
C  1.677  1.011  -0.690  -0.2721
H  1.999  1.903  -0.120  0.1179
H  -1.403  0.605  -0.819  0.0641
H  -1.368  0.543  0.971  0.0561
H  0.505  -0.803  -0.413  0.1074
H  -2.615  -3.235  1.561  0.0471
H  1.252  1.360  -1.651  0.1183
H  -3.097  -1.891  0.939  0.0461
H  2.703  -0.214  -1.743  0.0952
H  0.871  0.018  1.132  0.1103
H  -0.697  1.964  0.111  0.0626

=====

Entry from the OMol25 dataset: 2 unconnected molecules or ions with the total composition C3H10O2S at a distorted geometry (ωB97M-V/def2-TZVPD).

Highest occupied orbital energy ... -8.92 eV
Spin multiplicity ... 1
Energy relative to the best compared isomer or geometry (same formula, charge and spin) ... 126.5 kJ/mol
Lowest unoccupied orbital energy ... 0.510 eV
HOMO-LUMO gap ... 9.43 eV
Total energy ... -18201.753 eV

Last column: Löwdin charge in e.
Geometry (Å):
S  -2.943  0.765  0.025  0.6498
O  2.162  2.455  0.826  -0.0048
O  1.575  -0.276  -0.781  -0.0932
C  -1.214  0.279  0.013  -0.6533
C  -0.809  -1.103  -0.678  -0.2365
C  0.732  -1.438  -0.359  -0.2322
H  1.493  3.099  1.002  0.0335
H  0.794  -1.583  0.768  0.1215
H  -0.657  1.047  -0.514  0.0423
H  1.991  0.053  0.007  0.0367
H  0.932  -2.361  -0.806  0.0706
H  -0.838  -1.146  -1.929  0.1627
H  -3.571  -0.475  -0.099  -0.1248
H  -0.734  0.362  1.064  0.0901
H  -1.489  -1.988  -0.175  0.1356
H  2.574  2.309  1.635  0.0021

=====

Entry from the OMol25 dataset: 2 unconnected molecules or ions with the total composition C3H10O2S2 at a distorted geometry (ωB97M-V/def2-TZVPD).

Highest occupied orbital energy ... -8.80 eV
Spin multiplicity ... 1
Energy relative to the best compared isomer or geometry (same formula, charge and spin) ... 30.9 kJ/mol
Lowest unoccupied orbital energy ... 0.460 eV
HOMO-LUMO gap ... 9.26 eV
Total energy ... -29038.211 eV

Last column: Löwdin charge in e.
Geometry (Å):
S  1.709  -1.010  0.738  0.4582
S  0.305  -2.493  0.863  0.3568
O  -1.317  0.462  -1.084  -0.1083
O  -0.018  -1.355  -2.734  -0.0821
C  0.948  0.310  1.681  -0.5813
C  -0.220  1.226  -0.509  -0.2296
C  -0.179  1.119  1.030  -0.2278
H  0.679  0.839  -0.983  0.0910
H  -1.170  0.823  1.352  0.1026
H  0.575  -0.082  2.632  0.0687
H  1.761  0.945  2.020  0.0669
H  0.104  -2.556  -0.463  -0.2270
H  -0.047  2.148  1.381  0.1087
H  -0.424  2.264  -0.767  0.1117
H  -2.016  0.497  -0.424  0.0858
H  -0.550  -0.839  -2.095  -0.0094
H  -0.141  -2.299  -2.638  0.0152

=====

Entry from the OMol25 dataset: 2 unconnected molecules or ions with the total composition C3H10O3 at a distorted geometry (ωB97M-V/def2-TZVPD).

Highest occupied orbital energy ... -10.14 eV
Spin multiplicity ... 1
Energy relative to the best compared isomer or geometry (same formula, charge and spin) ... 127.5 kJ/mol
Lowest unoccupied orbital energy ... 0.743 eV
HOMO-LUMO gap ... 10.88 eV
Total energy ... -9414.212 eV

Last column: Löwdin charge in e.
Geometry (Å):
O  -0.792  -1.040  1.138  -0.1407
O  0.235  1.039  1.155  -0.1643
O  0.938  -0.082  -4.545  -0.0903
C  1.536  0.702  0.653  -0.0808
C  -2.089  -0.774  0.666  -0.1206
C  -0.400  0.085  1.913  -0.3016
H  -1.248  0.555  2.448  0.1359
H  -1.987  0.018  -0.095  0.0954
H  1.627  0.329  -3.975  0.0436
H  0.370  -0.174  2.664  0.1326
H  1.932  1.632  0.211  0.0901
H  1.443  -0.534  -5.258  0.0463
H  2.199  0.395  1.480  0.0873
H  -2.559  -1.655  0.196  0.0932
H  -2.752  -0.408  1.468  0.0851
H  1.547  -0.087  -0.118  0.0888